[1]
Density functional theory data (the ωB97M-V functional and the def2-TZVPD basis) for a molecular structure, C65H58CrN8O2PS.

* DFT total energy: -4884.00218 Eh
* LUMO level (spin up / spin down): -6.418 / -5.932 eV
* energy relative to the best compared isomer or geometry (same formula, charge and spin): 9.3 kcal per mole
* E_HOMO (spin up / spin down): -0.4551 / -0.4550 hartree
* charge: +2
* ⟨S²⟩: 0.764
* spin multiplicity: 2

Each line ends with the Mulliken spin population.
CARTESIAN COORDINATES (ANGSTROEM)
Cr (0.066, -0.105, -0.313)  1.078
C (-1.859, 4.252, 2.319)  0.000
N (-1.177, 3.524, 1.260)  0.000
C (-1.111, 2.184, 1.164)  0.012
N (-0.437, 1.829, 0.063)  -0.021
C (-0.074, 3.003, -0.572)  0.007
C (-0.520, 4.066, 0.182)  -0.002
C (-0.424, 5.507, -0.081)  0.000
C (-0.028, 6.394, 0.920)  0.000
C (-0.003, 7.758, 0.674)  0.000
C (-0.375, 8.247, -0.569)  0.000
C (-0.733, 7.366, -1.580)  0.000
C (-0.753, 6.002, -1.343)  0.000
C (0.680, 3.155, -1.828)  0.001
C (1.902, 3.826, -1.804)  0.002
C (2.581, 4.077, -2.985)  0.000
C (2.038, 3.678, -4.199)  0.000
C (0.821, 3.014, -4.226)  -0.001
C (0.141, 2.751, -3.046)  -0.004
P (-1.762, 1.059, 2.437)  -0.002
C (-2.461, -0.126, 1.255)  0.008
N (-1.828, -0.611, 0.185)  -0.011
C (-2.741, -1.397, -0.494)  -0.013
C (-3.941, -1.355, 0.190)  -0.004
N (-3.737, -0.550, 1.280)  0.002
C (-4.701, -0.247, 2.327)  0.000
C (-5.192, -2.072, -0.082)  0.002
C (-5.150, -3.450, -0.297)  0.000
C (-6.319, -4.147, -0.548)  0.000
C (-7.534, -3.477, -0.591)  0.000
C (-7.581, -2.104, -0.395)  0.000
C (-6.414, -1.403, -0.136)  0.001
C (-2.542, -2.122, -1.760)  -0.002
C (-3.500, -1.972, -2.765)  -0.001
C (-3.435, -2.735, -3.918)  0.000
C (-2.417, -3.662, -4.079)  0.000
C (-1.444, -3.796, -3.098)  0.000
C (-1.500, -3.028, -1.948)  0.001
C (-0.174, 0.200, 2.653)  0.028
N (0.617, -0.195, 1.664)  -0.034
C (1.730, -0.764, 2.245)  0.018
C (1.601, -0.673, 3.617)  -0.006
N (0.390, -0.070, 3.846)  0.007
C (-0.240, 0.156, 5.138)  0.000
C (2.467, -1.148, 4.706)  0.001
C (2.892, -0.279, 5.710)  0.001
C (3.712, -0.736, 6.729)  0.000
C (4.096, -2.068, 6.768)  0.000
C (3.665, -2.942, 5.779)  0.000
C (2.857, -2.485, 4.751)  -0.001
C (2.849, -1.349, 1.493)  -0.013
C (4.154, -1.196, 1.963)  0.001
C (5.218, -1.773, 1.289)  -0.001
C (4.995, -2.509, 0.134)  0.001
C (3.702, -2.666, -0.345)  0.002
C (2.636, -2.091, 0.331)  0.008
H (-2.722, 3.685, 2.659)  0.000
H (-2.190, 5.214, 1.938)  0.000
H (-1.194, 4.417, 3.166)  0.000
H (0.290, 6.017, 1.884)  0.000
H (0.306, 8.438, 1.457)  0.000
H (-0.386, 9.313, -0.750)  0.000
H (-1.004, 7.745, -2.556)  0.000
H (-1.038, 5.316, -2.130)  0.000
H (2.319, 4.148, -0.859)  0.000
H (3.532, 4.592, -2.958)  0.000
H (2.558, 3.895, -5.123)  0.000
H (0.394, 2.705, -5.171)  0.000
H (-0.823, 2.258, -3.072)  0.000
H (-5.485, -0.998, 2.321)  0.000
H (-5.156, 0.730, 2.168)  0.000
H (-4.202, -0.254, 3.293)  0.000
H (-4.197, -3.963, -0.252)  0.000
H (-6.280, -5.215, -0.711)  0.000
H (-8.445, -4.028, -0.785)  0.000
H (-8.526, -1.580, -0.449)  0.000
H (-6.446, -0.327, -0.007)  0.000
H (-4.299, -1.252, -2.638)  0.000
H (-4.190, -2.613, -4.683)  0.000
H (-2.376, -4.275, -4.970)  0.000
H (-0.650, -4.521, -3.225)  0.000
H (-0.761, -3.168, -1.168)  0.003
H (0.135, -0.570, 5.854)  0.000
H (-1.316, 0.038, 5.042)  0.000
H (-0.030, 1.159, 5.508)  0.000
H (2.599, 0.764, 5.684)  0.000
H (4.048, -0.052, 7.497)  0.000
H (4.726, -2.428, 7.570)  0.000
H (3.955, -3.983, 5.814)  0.000
H (2.508, -3.164, 3.984)  0.000
H (4.333, -0.606, 2.852)  0.000
H (6.222, -1.649, 1.670)  0.000
H (5.825, -2.954, -0.397)  0.000
H (3.522, -3.244, -1.243)  0.000
H (1.626, -2.254, -0.031)  -0.006
C (4.146, -0.571, -7.365)  0.000
C (3.365, -0.408, -6.097)  0.000
C (3.999, -0.104, -4.899)  0.000
C (3.313, 0.023, -3.704)  -0.002
C (4.125, 0.414, -2.499)  0.001
C (1.905, -0.198, -3.691)  0.003
C (1.240, -0.472, -4.915)  -0.001
C (-0.240, -0.685, -5.101)  0.000
C (1.988, -0.563, -6.079)  0.000
C (1.183, -0.081, -2.424)  0.004
O (-0.081, -0.293, -2.271)  -0.038
O (1.758, 0.228, -1.323)  -0.032
H (5.168, -0.217, -7.248)  0.000
H (3.676, -0.032, -8.186)  0.000
H (4.180, -1.628, -7.637)  0.000
H (5.070, 0.057, -4.906)  0.000
H (5.168, 0.540, -2.782)  0.000
H (4.062, -0.333, -1.712)  0.000
H (3.762, 1.353, -2.082)  0.000
H (-0.839, -0.404, -4.248)  0.000
H (-0.422, -1.738, -5.311)  0.000
H (-0.582, -0.124, -5.973)  0.000
H (1.466, -0.757, -7.010)  0.000
N (1.301, -4.781, 2.195)  0.000
C (-0.017, -4.486, 2.258)  0.000
S (-0.586, -3.150, 1.413)  -0.002
N (-0.749, -5.311, 3.033)  0.000
C (-2.132, -5.374, 3.372)  0.000
C (-2.542, -6.571, 3.960)  0.000
C (-3.858, -6.756, 4.343)  0.000
C (-4.790, -5.751, 4.139)  0.000
C (-4.385, -4.555, 3.573)  0.000
C (-3.063, -4.353, 3.198)  0.001
H (1.867, -4.261, 1.545)  0.000
H (1.670, -5.646, 2.557)  0.000
H (-0.243, -6.102, 3.405)  0.000
H (-1.824, -7.368, 4.113)  0.000
H (-4.155, -7.690, 4.801)  0.000
H (-5.823, -5.899, 4.423)  0.000
H (-5.105, -3.761, 3.423)  0.000
H (-2.766, -3.413, 2.774)  0.000

***

[2]
Density functional theory data (the ωB97M-V functional and the def2-TZVPD basis) for C19H27NO3 in the gas phase.

* DFT total energy: -1020.69154 Eh
* LUMO level: 0.518 eV
* energy relative to the best compared isomer or geometry (same formula, charge and spin): 36.1 kcal per mole
* E_HOMO: -0.3235 hartree
* SMILES: CCCCCOc1ccc(C(=O)CCC(=O)N2CCCC2)cc1
* spin multiplicity: 1

Each line ends with the Mulliken charge.
CARTESIAN COORDINATES (ANGSTROEM)
C (-8.410, -0.355, 0.505)  -1.170
C (-7.891, 0.297, -0.771)  -0.476
C (-6.367, 0.290, -0.875)  -0.469
C (-5.690, 1.187, 0.160)  -0.758
C (-4.174, 1.196, -0.011)  -0.725
O (-3.695, -0.099, 0.297)  -0.314
C (-2.379, -0.369, 0.173)  0.758
C (-1.993, -1.682, 0.469)  -0.410
C (-0.677, -2.057, 0.369)  -0.776
C (0.308, -1.146, -0.033)  0.371
C (-0.082, 0.160, -0.319)  -0.504
C (-1.404, 0.549, -0.216)  -0.831
H (-1.667, 1.570, -0.442)  0.376
H (0.645, 0.898, -0.620)  0.374
C (1.701, -1.632, -0.125)  0.593
O (2.013, -2.739, 0.260)  -0.653
C (2.726, -0.676, -0.708)  -0.765
C (4.059, -1.378, -0.983)  -0.876
C (5.118, -0.340, -1.305)  0.405
O (5.283, 0.088, -2.434)  -0.690
N (5.844, 0.125, -0.268)  0.149
C (5.768, -0.269, 1.126)  -0.517
C (6.910, 0.499, 1.797)  -0.667
H (7.828, -0.088, 1.756)  0.308
C (7.053, 1.743, 0.922)  -0.608
C (6.823, 1.182, -0.475)  -0.640
H (7.744, 0.759, -0.892)  0.268
H (6.430, 1.908, -1.188)  0.345
H (6.278, 2.469, 1.170)  0.281
H (8.025, 2.220, 1.023)  0.356
H (6.692, 0.732, 2.837)  0.370
H (4.801, 0.020, 1.555)  0.232
H (5.887, -1.349, 1.243)  0.321
H (3.944, -2.025, -1.854)  0.520
H (4.330, -1.994, -0.128)  0.305
H (2.345, -0.240, -1.633)  0.473
H (2.867, 0.136, 0.011)  0.476
H (-0.373, -3.068, 0.596)  0.436
H (-2.755, -2.382, 0.773)  0.413
H (-3.912, 1.459, -1.045)  0.461
H (-3.722, 1.934, 0.666)  0.445
H (-6.057, 2.211, 0.062)  0.407
H (-5.915, 0.832, 1.165)  0.254
H (-5.997, -0.729, -0.751)  0.260
H (-6.081, 0.630, -1.874)  0.295
H (-8.253, 1.327, -0.826)  0.303
H (-8.297, -0.242, -1.631)  0.315
H (-8.117, 0.213, 1.384)  0.314
H (-8.018, -1.365, 0.601)  0.295
H (-9.496, -0.410, 0.486)  0.369